1.
Molecular formula: C35H48InN9O4PSi
Method: DFT, ωB97M-V/def2-TZVPD

Element x y z (Å)
In 0.246 -2.010 0.638
N 2.709 -4.322 -0.625
C 2.715 -4.176 0.759
N 3.569 -4.668 1.662
N 3.137 -4.211 2.858
N 2.104 -3.501 2.676
N 1.821 -3.405 1.368
C 1.999 -3.571 -1.535
N 2.363 -3.472 -2.806
N 1.541 -2.541 -3.303
N 0.649 -2.167 -2.467
N 0.939 -2.832 -1.270
H 3.572 -4.585 -1.057
C -4.756 0.556 -2.216
C -3.907 1.370 -1.255
C -4.385 2.609 -0.848
C -3.644 3.459 -0.004
C -2.499 3.019 0.592
C -2.029 1.779 0.220
C -2.721 0.906 -0.627
P -2.153 -0.813 -0.516
C -2.772 -1.733 -1.945
C -3.487 -2.904 -1.783
C -3.859 -3.671 -2.859
C -3.503 -3.326 -4.156
C -2.664 -2.219 -4.356
C -2.307 -1.391 -3.268
C -1.523 -0.102 -3.450
C -3.118 -1.384 0.905
C -4.280 -0.748 1.302
C -4.885 -1.015 2.511
C -4.297 -1.981 3.337
C -3.174 -2.656 2.946
C -2.588 -2.408 1.706
C -1.432 -3.235 1.236
H -5.562 1.191 -2.615
H -5.286 -0.228 -1.671
H -4.234 0.126 -3.037
H -5.327 2.934 -1.340
H -4.069 4.453 0.219
H -1.979 3.725 1.263
H -1.090 1.414 0.647
H -3.793 -3.202 -0.808
H -4.400 -4.595 -2.673
H -3.932 -3.859 -5.013
H -2.387 -1.958 -5.364
H -0.770 -0.288 -4.204
H -1.026 0.313 -2.553
H -2.218 0.631 -3.857
H -4.775 0.043 0.748
H -5.845 -0.560 2.826
H -4.870 -2.301 4.222
H -2.830 -3.525 3.537
H -1.624 -3.743 0.249
H -1.152 -3.905 2.043
C 4.434 -0.925 1.121
C 4.254 0.057 -0.006
C 3.575 -0.629 -1.207
C 5.628 0.698 -0.370
O 3.486 1.160 0.475
Si 1.898 1.198 0.803
O 1.179 -0.243 1.129
O 1.705 2.309 2.027
C 1.704 2.071 3.460
C 2.589 0.886 3.795
C 0.269 1.768 3.876
C 2.259 3.329 4.124
O 1.163 1.917 -0.496
C 1.386 3.141 -1.288
C 1.632 4.290 -0.327
C 2.538 2.958 -2.252
C 0.103 3.393 -2.067
H 5.081 -1.665 0.768
H 3.503 -1.443 1.415
H 4.904 -0.455 2.067
H 4.121 -1.567 -1.429
H 3.668 0.016 -2.140
H 2.528 -0.884 -1.020
H 6.326 -0.057 -0.821
H 6.137 1.044 0.511
H 5.489 1.484 -1.129
H 2.180 -0.055 3.467
H 2.746 0.783 4.888
H 3.533 1.050 3.325
H -0.093 0.874 3.403
H -0.351 2.653 3.612
H 0.145 1.694 4.974
H 3.208 3.572 3.654
H 2.456 3.220 5.201
H 1.641 4.218 3.974
H 2.503 4.108 0.270
H 0.799 4.344 0.355
H 1.716 5.264 -0.857
H 3.486 2.780 -1.715
H 2.640 3.824 -2.858
H 2.334 2.115 -2.891
H -0.733 3.314 -1.393
H -0.067 2.672 -2.889
H 0.089 4.405 -2.524

## Properties
**Multiplicity**: 1
**Total charge**: -1
**Lowest unoccupied orbital energy**: 2.38 eV
**M**: 832.7 g/mol
**ΔE to the lowest compared entry with this formula, charge and spin**: 10.19 kcal/mol
**Largest force on an atom**: 2.20 eV/A



2.
Molecular formula: ClH3OSi
Method: DFT, ωB97M-V/def2-TZVPD

Element x y z (Å)
O 0.383 -1.280 0.003
Si -0.146 0.419 0.024
Cl -2.117 0.146 0.097
H 1.293 -1.419 -0.250
H 0.245 1.168 -1.156
H 0.341 0.967 1.282

## Properties
**Multiplicity**: 1
**Lowest unoccupied orbital energy**: 0.68 eV
**SMILES**: O[SiH2]Cl
**M**: 82.6 g/mol
**ΔE to the lowest compared entry with this formula, charge and spin**: 7.90 kcal/mol
**Largest force on an atom**: 3.70 eV/A



3.
Molecular formula: C6H12N
Method: DFT, ωB97M-V/def2-TZVPD

Element x y z (Å)
C 0.292 -2.336 -0.381
C 0.322 -1.784 0.775
C -0.158 -0.984 -0.329
C 1.221 1.650 2.112
C -1.751 -0.106 -1.960
C -1.063 0.097 -0.567
N 0.458 0.246 -0.784
H 0.631 -2.939 -1.155
H 0.830 -1.894 1.716
H 2.261 1.933 2.259
H 0.793 2.507 1.696
H 1.020 0.660 1.769
H -1.030 -0.582 -2.629
H -1.967 0.833 -2.326
H -2.703 -0.739 -1.819
H -1.584 0.604 0.289
H 0.615 0.437 -1.768
H 1.059 0.793 -0.076
H 0.755 1.603 3.177

## Properties
**Multiplicity**: 1
**Total charge**: +1
**Lowest unoccupied orbital energy**: -2.95 eV
**M**: 98.2 g/mol
**ΔE to the lowest compared entry with this formula, charge and spin**: 103.99 kcal/mol
**Largest force on an atom**: 4.00 eV/A



4.
Molecular formula: C30H47BCoO2P2
Method: DFT, ωB97M-V/def2-TZVPD

Element x y z (Å)
Co 0.329 -0.673 1.307
C -0.428 -2.369 2.240
C 0.945 -2.499 1.810
C 0.873 -0.990 3.568
C -0.453 -1.445 3.330
C 1.739 -1.632 2.643
C -1.561 -3.235 1.852
H -1.359 -3.763 0.921
H -2.477 -2.643 1.749
H -1.768 -4.000 2.613
C -1.620 -1.153 4.184
H -2.549 -1.276 3.620
H -1.573 -0.131 4.575
H -1.672 -1.808 5.071
C 1.286 -0.095 4.671
H 1.389 -0.639 5.623
H 0.542 0.691 4.836
H 2.245 0.389 4.454
C 3.213 -1.625 2.733
H 3.552 -2.261 3.562
H 3.599 -0.620 2.936
H 3.668 -2.023 1.826
C 1.484 -3.551 0.926
H 1.832 -4.406 1.519
H 2.345 -3.192 0.352
H 0.718 -3.924 0.243
C -1.728 0.358 -5.150
C -1.602 -0.985 -5.211
C -0.700 -1.736 -6.156
C 0.636 -1.048 -6.521
C 1.371 -0.543 -5.312
C 1.227 0.660 -4.727
C 0.342 1.782 -5.215
C -0.944 1.363 -5.943
H -1.257 -1.965 -7.086
H 0.493 -0.285 -7.298
H -0.468 -2.717 -5.700
H -0.749 1.044 -6.976
H -2.515 0.812 -4.545
H -2.317 -1.610 -4.676
H -1.577 2.264 -6.001
H 0.054 2.398 -4.341
H 1.899 0.931 -3.912
H 0.938 2.448 -5.868
H 1.274 -1.835 -6.956
H 2.130 -1.244 -4.962
P -0.820 -0.458 -0.596
P 1.854 0.826 0.477
C 0.015 0.815 -1.647
C 0.934 1.739 -0.836
H -0.752 1.385 -2.196
H 0.601 0.278 -2.404
H 1.645 2.261 -1.493
H 0.354 2.523 -0.332
C 2.713 2.029 1.536
H 3.380 1.502 2.228
H 1.977 2.561 2.144
H 3.326 2.748 0.967
C 3.180 -0.108 -0.351
H 3.689 0.470 -1.132
H 2.774 -1.020 -0.803
H 3.937 -0.417 0.378
C -2.556 0.033 -0.405
H -3.053 -0.697 0.247
H -3.094 0.079 -1.366
H -2.605 0.989 0.126
C -0.812 -2.047 -1.483
H 0.191 -2.490 -1.427
H -1.099 -1.954 -2.541
H -1.498 -2.749 -0.990
O -2.017 1.342 2.243
B -0.601 1.106 2.098
O 0.060 2.132 2.889
C -0.917 2.885 3.484
C -0.792 3.855 4.472
C -1.967 4.284 5.130
C -3.213 3.776 4.763
C -3.330 2.838 3.726
C -2.166 2.398 3.103
H 0.177 4.269 4.738
H -1.915 5.025 5.934
H -4.112 4.127 5.290
H -4.295 2.445 3.424

## Properties
**Multiplicity**: 5
**Total charge**: +1
**Lowest unoccupied orbital energy (spin up / spin down)**: -1.79 / -4.03 eV
**M**: 571.4 g/mol
**ΔE to the lowest compared entry with this formula, charge and spin**: 0.00 kcal/mol
**Largest force on an atom**: 2.90 eV/A
**Expectation value of S²**: 6.0267



5.
Molecular formula: C4H22O13
Method: DFT, ωB97M-V/def2-TZVPD

Element x y z (Å)
O -0.109 1.359 -3.325
C -0.034 0.187 -2.928
O -0.915 -0.620 -3.172
C 1.123 -0.416 -2.062
C 1.468 0.538 -0.804
C 0.510 0.185 0.328
O 0.210 -1.034 0.340
O 0.024 1.073 1.079
H 0.812 -1.430 -1.686
H 2.045 -0.571 -2.786
H 1.486 1.509 -1.137
H 2.463 0.243 -0.464
H -1.516 0.890 2.396
H -0.727 1.453 3.664
O -1.649 1.381 3.350
H -2.933 0.815 -2.852
H -1.603 1.624 -3.163
O -2.544 1.666 -3.129
H -2.100 -0.955 0.114
H -2.313 -1.794 -0.811
O -2.817 -1.008 -0.560
H -0.773 3.050 0.125
H -0.806 3.020 -1.395
O -0.593 3.564 -0.667
H -0.408 -3.180 -0.762
H -0.501 -2.731 -2.258
O -0.351 -3.525 -1.670
H 2.721 -1.078 1.448
H 2.230 -1.856 0.105
O 2.841 -1.911 0.932
H 1.460 0.281 3.349
H 1.155 -1.007 2.388
O 1.153 -0.618 3.379
H 1.225 1.836 1.734
H 1.573 3.002 2.761
O 1.914 2.214 2.385
H -0.678 -1.681 1.489
H -1.851 -2.005 2.415
O -1.196 -2.468 1.850

## Properties
**Multiplicity**: 1
**Total charge**: -2
**Lowest unoccupied orbital energy**: 5.11 eV
**M**: 278.2 g/mol
**ΔE to the lowest compared entry with this formula, charge and spin**: 33.53 kcal/mol
**Largest force on an atom**: 4.11 eV/A



6.
Molecular formula: C8H10N2O3
Method: DFT, ωB97M-V/def2-TZVPD

Element x y z (Å)
C -0.117 0.379 -3.089
C -0.641 -0.750 -2.541
C 0.875 1.120 -2.414
C -0.216 -1.233 -1.280
C 1.407 0.591 -1.181
C 0.732 -0.520 -0.624
C -0.944 0.752 2.078
C -0.759 -0.688 2.593
N 1.236 -0.929 0.653
N 2.423 -1.329 0.716
O 3.175 -1.564 -0.156
O 2.935 -1.497 1.971
O 0.148 -1.052 3.271
H -0.690 0.770 -3.905
H -1.329 -1.305 -3.073
H 1.321 1.999 -2.872
H -0.555 -2.180 -0.921
H 2.129 0.992 -0.604
H -0.072 1.210 2.058
H -1.218 0.756 1.025
H -1.608 1.360 2.723
H -1.702 -1.254 2.486
H 2.240 -1.147 2.552

## Properties
**Multiplicity**: 1
**Lowest unoccupied orbital energy**: 0.75 eV
**SMILES**: [O-]/[N+](O)=N\c1ccccc1.CC=O
**M**: 182.2 g/mol
**ΔE to the lowest compared entry with this formula, charge and spin**: 133.06 kcal/mol
**Largest force on an atom**: 5.93 eV/A



7.
Molecular formula: C3H9NO2S2
Method: DFT, ωB97M-V/def2-TZVPD

Element x y z (Å)
S 1.089 -2.093 1.881
S -2.325 -0.370 1.149
C -0.777 0.613 1.015
C -0.797 1.839 0.046
C -0.024 1.590 -1.112
N 0.043 2.622 -2.035
O 0.728 0.628 -1.374
H 2.241 -2.592 2.491
H -0.061 -0.038 0.588
H -0.401 0.965 1.955
H -1.146 2.814 0.384
H -1.671 -1.522 1.441
H -0.094 2.216 -2.963
H -0.517 3.439 -1.756
H 1.162 -4.116 -0.913
H 1.326 -2.878 0.075
O 1.225 -3.114 -0.871

## Properties
**Multiplicity**: 1
**Lowest unoccupied orbital energy**: -4.56 eV
**M**: 155.2 g/mol
**ΔE to the lowest compared entry with this formula, charge and spin**: 149.51 kcal/mol
**Largest force on an atom**: 5.03 eV/A



8.
Molecular formula: CHN3O3
Method: DFT, ωB97M-V/def2-TZVPD

Element x y z (Å)
C 0.290 0.303 0.224
N -0.860 0.221 0.664
N 1.395 0.085 -0.210
N -1.977 -0.258 0.079
O -2.362 -1.242 0.693
O -2.508 0.394 -0.746
O 2.639 0.568 -0.289
H 3.383 -0.073 -0.416

## Properties
**Multiplicity**: 1
**Lowest unoccupied orbital energy**: -0.47 eV
**SMILES**: O=[N+]([O-])N=C=NO
**M**: 103.0 g/mol
**ΔE to the lowest compared entry with this formula, charge and spin**: 86.30 kcal/mol
**Largest force on an atom**: 3.23 eV/A



- Which formula does entry 8 have?
  CHN3O3